{
  "formula": "C22H29BNO15",
  "method": "ωB97M-V/def2-TZVPD",
  "species": ["C", "C", "C", "N", "C", "C", "C", "O", "C", "C", "C", "C", "B", "O", "O", "H", "H", "H", "H", "H", "H", "H", "H", "H", "H", "H", "H", "H", "C", "C", "O", "C", "O", "O", "H", "H", "H", "H", "C", "C", "O", "C", "O", "O", "H", "H", "H", "H", "C", "C", "O", "C", "O", "O", "H", "H", "H", "H", "C", "C", "O", "C", "O", "O", "H", "H", "H", "H"],
  "coordinates": [[-0.721, -6.031, 3.581], [-1.336, -5.454, 2.688], [-2.058, -4.860, 1.415], [-1.147, -4.073, 0.547], [-0.391, -4.820, -0.405], [0.540, -4.217, -1.388], [0.734, -2.696, -1.419], [1.554, -2.069, -2.337], [2.958, -2.089, -1.937], [3.329, -0.757, -1.132], [-0.050, -1.926, -0.361], [-0.966, -2.679, 0.580], [-1.759, -1.752, 1.671], [-1.028, -0.797, 2.441], [-3.162, -1.845, 1.848], [-0.341, -6.875, 4.227], [-2.376, -5.769, 0.802], [-3.016, -4.332, 1.693], [-0.516, -5.946, -0.411], [1.111, -4.847, -2.136], [3.242, -3.039, -1.396], [3.568, -2.039, -2.902], [3.159, 0.110, -1.856], [2.698, -0.650, -0.198], [4.422, -0.723, -0.840], [0.062, -0.805, -0.295], [-1.154, 0.082, 2.012], [-3.522, -2.370, 1.093], [2.470, 3.715, 1.639], [1.611, 2.798, 0.821], [2.528, 2.264, -0.129], [3.775, 2.365, 0.416], [4.754, 1.860, -0.046], [3.758, 3.112, 1.550], [2.142, 3.780, 2.674], [2.523, 4.723, 1.220], [1.195, 1.976, 1.412], [0.796, 3.323, 0.323], [-0.287, -0.566, -5.452], [0.584, 0.291, -4.581], [0.099, 1.603, -4.831], [-1.186, 1.480, -5.266], [-1.940, 2.392, -5.407], [-1.498, 0.177, -5.518], [-0.461, -1.554, -5.026], [0.114, -0.680, -6.462], [0.463, 0.066, -3.517], [1.640, 0.212, -4.841], [-6.410, -1.075, -2.266], [-5.371, -0.160, -1.687], [-4.525, -1.058, -0.974], [-4.676, -2.284, -1.533], [-3.980, -3.229, -1.275], [-5.704, -2.305, -2.414], [-6.787, -0.724, -3.226], [-7.254, -1.232, -1.590], [-4.781, 0.346, -2.456], [-5.797, 0.588, -1.020], [3.743, 6.440, 5.228], [2.857, 6.012, 6.361], [1.565, 5.988, 5.763], [1.743, 5.824, 4.426], [0.858, 5.597, 3.650], [3.052, 5.951, 4.082], [4.742, 6.009, 5.293], [3.830, 7.527, 5.151], [3.097, 5.009, 6.724], [2.886, 6.708, 7.199]],
  "mulliken_charge": [-0.05, -0.50, -0.66, 0.65, -0.13, -0.69, 0.03, -0.16, -0.48, -0.77, -0.38, 0.25, 0.65, -0.58, -0.49, 0.37, 0.45, 0.36, 0.40, 0.43, 0.41, 0.27, 0.22, 0.16, 0.40, 0.28, 0.32, 0.25, 0.03, -0.29, -0.23, 0.60, -0.54, -0.33, -0.02, 0.21, 0.17, 0.37, -0.28, 0.19, -0.35, 0.59, -0.52, -0.34, 0.25, 0.26, -0.06, 0.26, -0.37, -0.28, -0.30, 0.64, -0.53, -0.34, 0.32, 0.27, 0.26, 0.30, -0.29, -0.32, -0.32, 0.70, -0.53, -0.32, 0.30, 0.26, 0.26, 0.30],
  "total_charge": 1,
  "spin_multiplicity": 1
}

{
  "formula": "C22H29Br63N4O2P",
  "method": "ωB97M-V/def2-TZVPD",
  "species": ["N", "P", "O", "O", "N", "C", "N", "N", "H", "H", "H", "H", "H", "H", "H", "H", "C", "Br", "Br", "Br", "H", "C", "Br", "Br", "Br", "H", "C", "Br", "Br", "Br", "H", "C", "Br", "Br", "Br", "H", "C", "Br", "Br", "Br", "H", "C", "Br", "Br", "Br", "H", "C", "Br", "Br", "Br", "H", "C", "Br", "Br", "Br", "H", "C", "Br", "Br", "Br", "H", "C", "Br", "Br", "Br", "H", "C", "Br", "Br", "Br", "H", "C", "Br", "Br", "Br", "H", "C", "Br", "Br", "Br", "H", "C", "Br", "Br", "Br", "H", "C", "Br", "Br", "Br", "H", "C", "Br", "Br", "Br", "H", "C", "Br", "Br", "Br", "H", "C", "Br", "Br", "Br", "H", "C", "Br", "Br", "Br", "H", "C", "Br", "Br", "Br", "H", "C", "Br", "Br", "Br", "H"],
  "coordinates": [[-3.134, -1.474, -1.751], [-4.044, -0.167, -1.638], [-4.139, 0.484, -3.165], [-3.253, 0.912, -0.588], [-5.551, -0.633, -0.891], [-6.761, -0.335, -1.562], [-6.990, 0.651, -2.546], [-7.839, -1.038, -1.175], [-3.668, -2.279, -1.400], [-3.237, 0.362, -3.537], [-3.535, 0.609, 0.297], [-5.614, -0.229, 0.056], [-7.953, 0.537, -2.880], [-6.968, 1.594, -2.127], [-7.724, -2.054, -1.114], [-8.684, -0.544, -0.879], [-0.986, -3.202, -4.763], [-1.691, -1.452, -5.211], [0.779, -3.087, -3.976], [-2.206, -4.211, -3.646], [-0.884, -3.750, -5.695], [-0.532, 2.969, 0.066], [-1.123, 4.091, -1.399], [1.317, 2.431, -0.142], [-0.848, 3.800, 1.786], [-1.132, 2.065, 0.036], [0.876, -0.689, 1.758], [-0.492, -1.473, 0.635], [0.122, 0.095, 3.362], [2.300, -1.936, 2.169], [1.321, 0.121, 1.188], [3.021, 2.500, 5.024], [2.541, 3.967, 3.856], [3.988, 1.133, 4.055], [3.978, 3.093, 6.599], [2.092, 2.055, 5.365], [-0.902, 8.290, 2.399], [-2.230, 7.410, 1.298], [-1.690, 9.090, 3.976], [0.563, 7.104, 2.851], [-0.482, 9.098, 1.807], [4.115, -0.722, 9.057], [3.480, 0.687, 10.225], [2.736, -1.319, 7.835], [5.730, -0.209, 8.119], [4.369, -1.569, 9.688], [0.972, 12.501, 1.420], [0.298, 11.015, 0.376], [1.004, 12.082, 3.309], [2.699, 13.101, 0.782], [0.279, 13.326, 1.288], [5.849, -3.951, 0.758], [5.279, -2.754, -0.655], [7.680, -4.529, 0.514], [5.572, -3.174, 2.510], [5.222, -4.835, 0.698], [-1.384, -7.880, -4.775], [0.493, -8.315, -4.962], [-2.095, -7.061, -6.380], [-2.431, -9.415, -4.229], [-1.462, -7.143, -3.982], [2.935, 3.558, -3.908], [1.541, 4.542, -4.824], [3.368, 4.352, -2.195], [2.493, 1.679, -3.740], [3.827, 3.621, -4.523], [10.867, -4.113, -1.763], [11.344, -2.539, -2.786], [11.136, -5.740, -2.777], [11.783, -4.168, -0.058], [9.804, -4.043, -1.550], [4.002, 8.649, 4.070], [3.448, 9.829, 2.638], [5.841, 8.078, 3.863], [3.684, 9.438, 5.810], [3.383, 7.759, 4.006], [-11.618, 0.999, -0.572], [-10.312, 0.894, 0.858], [-12.844, 2.471, -0.317], [-10.773, 1.061, -2.318], [-12.204, 0.085, -0.536], [2.772, -5.409, 5.850], [2.344, -3.905, 4.707], [3.688, -6.817, 4.884], [3.759, -4.845, 7.415], [1.830, -5.824, 6.197], [2.763, -5.009, 11.697], [2.325, -3.515, 10.541], [3.681, -6.422, 10.738], [3.755, -4.439, 13.260], [1.824, -5.423, 12.050], [-8.204, 1.866, 4.727], [-7.910, 0.361, 3.538], [-7.432, 3.495, 4.022], [-10.078, 2.082, 5.155], [-7.687, 1.642, 5.655], [-5.838, -4.795, -2.447], [-7.752, -5.040, -2.628], [-5.348, -4.281, -0.643], [-4.845, -6.343, -3.041], [-5.560, -3.971, -3.099], [2.174, 3.998, -8.602], [4.070, 3.657, -8.801], [1.383, 4.656, -10.243], [1.233, 2.448, -7.923], [2.069, 4.784, -7.860], [8.052, 0.279, 0.097], [7.570, 1.789, -1.016], [9.003, -1.078, -0.905], [9.033, 0.830, 1.673], [7.124, -0.170, 0.441], [-2.475, 3.367, -9.750], [-3.868, 4.338, -10.680], [-2.056, 4.173, -8.041], [-2.904, 1.487, -9.570], [-1.578, 3.432, -10.360], [0.843, -12.804, -5.291], [0.329, -11.563, -6.687], [2.665, -13.420, -5.514], [0.545, -12.066, -3.525], [0.199, -13.673, -5.385]],
  "mulliken_charge": [-0.33, 0.80, -0.46, -0.33, -0.15, 0.31, -0.25, -0.13, -0.02, 0.24, 0.25, 0.29, 0.18, 0.30, 0.14, 0.00, -0.48, -0.01, 0.04, 0.14, 0.40, 0.19, -0.08, 0.19, -0.02, -0.12, 0.17, -0.01, -0.05, 0.05, -0.25, -0.39, 0.06, 0.06, -0.04, 0.31, 0.65, -0.05, -0.02, 0.09, -0.60, -0.27, -0.01, 0.01, -0.03, 0.28, -0.43, -0.04, 0.00, 0.00, 0.40, -0.40, -0.03, -0.02, 0.01, 0.43, -0.04, -0.03, -0.02, -0.01, 0.08, -0.34, -0.02, -0.06, 0.02, 0.35, -0.01, -0.04, -0.04, 0.02, -0.03, 0.01, 0.07, -0.03, -0.03, -0.03, -0.36, 0.04, 0.01, -0.02, 0.45, -0.39, 0.04, -0.04, 0.08, 0.37, -0.30, 0.00, -0.04, -0.01, 0.35, -0.35, -0.06, 0.01, 0.01, 0.37, -0.26, -0.04, -0.06, 0.00, 0.34, -0.19, -0.04, -0.04, 0.01, 0.25, -0.18, 0.00, 0.13, 0.00, 0.14, -0.19, -0.03, 0.02, -0.01, 0.20, -0.28, -0.03, -0.02, -0.04, 0.36],
  "total_charge": 1,
  "spin_multiplicity": 1
}

Number 1: gap between HOMO and LUMO 8.56 eV, HOMO level -0.4740 Eh. Number 2: gap between HOMO and LUMO 6.22 eV, HOMO level -0.4008 Eh.